# 1
Computed, not measured: a molecular structure, C54H53BiIN4O5P, with the ωB97M-V functional and the def2-TZVPD basis.

```
! wB97M-V def2-TZVPD RIJCOSX def2/J DEFGRID3
* xyz 0 1
Bi 0.50225 -0.00990 0.94131
I 3.15619 -2.47645 2.23786
P 0.78325 -2.51744 -0.49857
O 0.21167 -2.29604 4.69685
O 0.29536 -0.84508 3.00349
O -2.66801 -0.08373 4.38615
O -1.87389 -2.23726 1.90004
O -2.49306 0.67290 2.28316
N -1.62825 -0.54391 -1.36037
N 0.07660 2.51359 2.59738
N 1.77474 1.65175 -0.90781
N -0.12652 4.97458 2.86053
C 0.89065 5.87521 2.30492
C -2.04407 -0.29939 -4.53956
C -2.34857 2.81686 -2.49776
C 1.70531 -7.07195 -0.45578
C 1.93656 -1.67242 -4.36967
C 1.99352 -4.98029 0.82800
C -1.36733 -4.17170 -0.49595
C 1.76444 -2.01530 -1.98415
C -1.78248 6.74504 3.12429
C 3.31561 -1.55974 -4.26297
C -3.27389 -2.27905 -1.24253
C 1.52229 -4.25965 -0.32347
C -2.93181 -1.67650 2.63241
C 3.92248 -1.67916 -3.01666
C -0.85313 -2.94556 -0.99894
C -2.80001 3.24118 0.20776
C -0.77684 7.73224 2.52241
C 5.07237 1.44738 2.59324
C 1.49487 3.00673 -0.42116
C -0.05865 -1.97470 3.55517
C 2.55639 0.62602 1.67164
C -1.84388 -1.97660 -1.66902
C 1.44336 -6.35493 -1.58034
C 1.31954 -4.96074 -1.49171
C 1.48930 1.58103 -2.34233
C 4.13081 0.95391 3.48614
C -2.62542 -0.49924 -5.78574
C -2.69186 -4.49133 -0.44083
C -4.78362 -0.00635 -4.85423
C -3.99613 -0.35802 -5.94382
C -2.57365 1.95495 -0.26462
C 4.74942 1.56175 1.24923
C 2.25291 -7.20181 1.90714
C -0.88923 -2.89739 2.67838
C 1.16765 -1.90618 -3.23505
C 3.49991 1.16171 0.78555
C 3.15193 -1.90525 -1.88599
C -2.66154 -0.23801 3.05525
C -2.55344 4.10232 -2.02324
C -1.06532 5.58435 3.80284
C -0.02167 3.66150 2.72794
C -2.78990 4.31584 -0.66802
C -3.64614 -3.46365 -0.73820
C 2.59081 -6.62789 3.09135
C -2.82710 0.04502 -3.44325
C 3.17942 1.30731 -0.68028
C -2.19503 0.32163 -2.10276
C 0.20074 7.02271 1.58113
C -2.34179 1.73141 -1.61846
C -4.20042 0.20241 -3.61325
C 2.88289 0.55049 3.02780
C 2.49990 -4.44866 2.05519
C 2.76030 -5.23143 3.14372
C 1.97898 -6.41268 0.76167
H 1.45927 -1.59520 -5.34008
H 2.78324 -7.22896 3.97136
H 4.36729 0.88134 4.54100
H -0.97042 -0.38802 -4.42072
H -4.69472 -3.63423 -0.51198
H 6.05091 1.75302 2.94212
H 2.16711 2.23985 -2.90552
H -2.42014 7.24733 3.85438
H 2.18810 -8.28040 1.81040
H 1.50066 6.26912 3.12597
H 2.15189 0.15749 3.72599
H -2.98871 5.31792 -0.30923
H 0.95109 7.72043 1.20217
H -2.54476 4.93826 -2.71260
H -0.21546 8.21231 3.33209
H -3.17530 -2.28493 3.50594
H -2.00578 -0.77003 -6.63241
H 3.14130 -4.77339 4.04782
H -0.34013 6.61612 0.72323
H 1.73321 3.07047 0.63901
H 0.09544 -2.02760 -3.32217
H 1.61693 0.56270 -2.70191
H -2.42915 6.34793 2.33597
H 5.47571 1.96841 0.55173
H -0.66879 -4.90419 -0.10891
H -2.59830 1.11327 0.41923
H -4.81231 0.48935 -2.76523
H -4.45133 -0.51667 -6.91423
H 3.63275 -2.00949 -0.91719
H -3.01379 -5.45444 -0.06589
H -1.78734 -2.10681 -2.76122
H -1.32307 -3.68447 3.29573
H 0.97177 -4.43821 -2.36815
H 0.46870 1.90123 -2.53184
H -3.00222 3.38591 1.26237
H -1.76609 4.82546 4.14190
H -5.85421 0.10894 -4.97217
H 5.00017 -1.60552 -2.92769
H 1.72188 -8.15567 -0.47217
H -3.78377 -1.64385 1.95470
H 1.25902 -6.84560 -2.52797
H 1.54064 5.31054 1.64094
H -2.18804 2.65496 -3.55745
H 3.83440 2.06206 -1.14216
H -0.22235 -3.36108 1.95143
H -1.30559 8.52119 1.98517
H -2.40372 0.82735 4.57525
H 3.37044 0.36585 -1.19217
H 0.43473 3.23811 -0.55747
H 2.09724 3.74690 -0.97064
H 3.91897 -1.39718 -5.14876
H -0.51098 5.95048 4.67453
H -3.99620 -1.48483 -1.39594
*
```

Output
Kohn-Sham gap (eV): 5.32
Energy relative to the best compared isomer or geometry (same formula, charge and spin) (kcal per mole): 9.89
LUMO energy (eV): 0.00
DFT total energy (Ha): -3538.3311
HOMO energy (Eh): -0.195

# 2
Computed, not measured: a molecular structure, C54H53N12NiO4P, with the ωB97M-V functional and the def2-TZVPD basis.

```
! wB97M-V def2-TZVPD RIJCOSX def2/J DEFGRID3
* xyz 2 1
Ni -0.61074 -0.33599 -0.95847
P -1.45654 1.93558 1.31031
O 1.27170 -0.75552 -1.36275
O 2.26834 0.42711 0.66356
O 2.62896 -3.39438 0.79410
O 3.11042 0.60687 2.72323
N -0.76888 -3.09367 -1.99414
N -3.93958 1.71898 -0.03605
N -1.48969 -2.07876 -1.28860
N 5.14583 -0.81991 2.41542
N 2.14452 -3.40714 -0.31324
N 0.52472 3.40892 -0.11540
N 0.79100 -3.35097 -0.36168
N -0.43583 -0.73045 1.33550
N 0.08604 1.42943 -0.91274
N -0.62218 -5.91216 -0.14575
N -0.55853 0.27885 3.30172
N -2.35407 0.47291 -0.88593
C 0.37546 -3.64695 -1.69005
C -4.42189 -1.14452 -3.40704
C 4.62980 4.75541 -2.19469
C 3.12024 0.19495 1.54750
C -5.79626 1.45989 -1.70564
C -3.43185 0.42421 -1.73782
C 2.60650 0.84613 -4.94593
C -0.03172 -1.61751 2.30861
C 1.35131 -1.35527 6.99553
C 1.66087 1.17103 -2.75711
C -0.77208 0.38752 1.96765
C 1.35492 3.22582 -1.20339
C 0.52302 -5.21472 3.29279
C 4.33641 -0.66827 1.14902
C 4.25356 6.05972 -2.48447
C 0.67231 -3.76553 3.20341
C 0.23849 -5.32142 0.86541
C 0.42395 -2.19700 7.59026
C -0.74576 1.30604 4.31870
C -6.91626 1.22843 -0.91008
C -4.61638 2.68792 0.82102
C -5.96334 1.93127 -3.00612
C 5.27432 0.04583 0.17100
C -2.19151 -0.85483 -5.04283
C -3.38470 -0.29686 -3.01888
C 2.63553 -0.52880 -4.73811
C 0.18366 -5.93847 2.22945
C -0.83646 -2.26181 5.54452
C -0.10027 -0.98298 3.54347
C -4.34202 -1.83913 -4.60408
C 3.68288 3.83853 -1.77029
C -4.44432 1.18015 -1.20033
C -8.18671 1.47506 -1.40608
C -2.27320 -0.14890 -3.85214
C 1.18910 -0.96744 5.67213
C -0.22763 2.29927 0.02566
C 1.97597 5.52418 -1.93962
C 0.50742 4.57309 0.76092
C -3.22688 -1.70041 -5.42106
C -7.23460 2.17205 -3.50046
C 2.11906 1.69294 -3.96401
C 2.18912 -1.06833 -3.54069
C -8.34697 1.94605 -2.70118
C 1.71790 -0.20924 -2.56540
C 0.32607 -3.04176 2.12237
C 6.28706 0.75062 1.07555
C 1.07949 1.96983 -1.67979
C 2.34944 4.21708 -1.63606
C -2.66882 1.28505 0.11428
C 0.09649 -1.42082 4.94113
C 0.00872 -3.78092 0.83463
C 6.51658 -0.27345 2.17537
C 2.92603 6.44282 -2.35718
C -0.67085 -2.64904 6.86315
H 3.01278 -1.18421 -5.51015
H 7.21310 0.99933 0.56333
H 1.51641 4.96948 0.83677
H -5.15112 -2.49354 -4.89689
H -1.18771 -3.33383 -2.88207
H -9.33839 2.13520 -3.08859
H 1.91673 -0.31912 5.19751
H -2.25336 -1.82103 -1.91305
H 0.58602 -5.66196 4.27544
H 2.62783 7.45475 -2.59265
H -1.47151 0.53000 -3.57232
H -3.88922 3.40467 1.19462
H -3.16959 -2.24258 -6.35442
H -5.09795 2.18868 1.66002
H -0.03536 -6.99598 2.30080
H 0.18174 1.85937 4.46211
H 4.99285 6.77547 -2.81570
H -9.05090 1.29281 -0.78283
H 5.86697 1.66752 1.49167
H 3.96920 2.81789 -1.54439
H -0.21755 -6.73866 -0.56372
H 0.55091 -2.50057 8.61981
H -1.39709 -3.30134 7.32780
H 5.77553 -0.67673 -0.47423
H 7.14920 -1.08922 1.82778
H -1.52549 -6.16085 0.23966
H 4.71085 0.72909 -0.46359
H -5.36623 3.20735 0.23113
H -1.04221 -3.59906 0.59959
H -6.80174 0.83246 0.09143
H -1.02852 0.82830 5.25270
H 0.16654 4.26841 1.74736
H -1.90038 -2.44275 -0.42948
H 5.14582 -1.76964 2.77782
H 4.00201 -1.63914 0.79558
H 2.20773 -2.13208 -3.34338
H -0.15484 5.34280 0.36795
H 2.20115 -0.99852 7.56083
H -1.53548 1.98669 4.01237
H 2.95715 1.25829 -5.88138
H -5.09575 2.11851 -3.62652
H 1.74610 -0.32867 -0.55260
H 6.91809 0.12375 3.10434
H 1.27266 -5.45817 0.53928
H 2.07660 2.76055 -4.13411
H 4.56044 -0.20341 3.05420
H -1.68500 -2.61699 4.97274
H -1.32594 -0.73198 -5.67928
H -7.35686 2.54190 -4.50881
H 5.66280 4.45402 -2.29901
H -5.28692 -1.26651 -2.76729
H 0.93737 5.82257 -1.87187
H 0.92381 -3.25958 4.12164
*
```

Output
Kohn-Sham gap (spin up / spin down) (eV): 7.28 / 7.27
LUMO energy (spin up / spin down) (eV): -4.43 / -4.43
DFT total energy (Ha): -4896.7728
HOMO energy (spin up / spin down) (Eh): -0.430 / -0.430

# 3
Computed, not measured: a molecular structure, C54H55As2P2Pt, with the ωB97M-V functional and the def2-TZVPD basis.

```
! wB97M-V def2-TZVPD RIJCOSX def2/J DEFGRID3
* xyz 1 1
Pt -1.33280 0.27951 0.05337
As 4.64842 -2.41356 0.24477
As -2.24040 1.76969 -1.71930
P 1.06735 0.46376 -0.22478
P -2.11701 -1.78023 0.82319
C -3.01180 0.05093 2.57006
C -1.46856 -3.44832 1.07867
C 0.74641 -0.13550 -2.91649
C -5.68166 -1.75871 -1.21476
C 1.74713 4.67062 1.54299
C 4.90302 -2.03029 2.13934
C 1.33903 2.16183 0.38788
C 5.36025 -1.62927 4.86797
C -2.95611 0.84216 -3.28132
C -3.68667 2.92715 -1.09923
C -2.36127 0.94533 1.67539
C -4.78856 2.19110 -0.33764
C 6.35904 1.41957 -0.54070
C -3.67758 0.55475 3.71033
C -4.24386 1.43757 -3.84024
C 2.77877 -1.77557 0.04011
C -3.05808 -2.54831 -1.65406
C -1.75228 -5.83221 1.18326
C 6.74599 1.28774 -1.86993
C -3.42510 -2.00345 -0.41975
C -4.27530 -0.36778 4.60724
C 0.33431 -4.84306 1.86570
C 5.92662 -0.97368 -1.87110
C 5.75929 0.35472 0.12064
C -2.25993 -4.57719 0.87661
C -0.45869 -5.96592 1.67273
C 1.89353 4.49911 0.17396
C 6.18090 -1.72662 2.60732
C 4.09141 -1.96150 4.41597
C 3.86738 -2.16634 3.05964
C 2.48459 -0.38161 0.58805
C 2.82343 0.95884 -2.40597
C 5.52554 -0.85092 -0.54237
C -4.20110 -1.71593 4.38526
C 6.53326 0.08678 -2.53302
C 1.09227 -0.17962 -4.26117
C -1.57854 3.83013 -3.70768
C 2.30141 0.35931 -4.67881
C -3.99999 -2.69231 -2.66252
C -3.70832 1.95649 3.92388
C 1.69212 3.25090 -0.40338
C 3.16786 0.91998 -3.74980
C 1.17343 2.34814 1.76516
C -5.31297 -2.28805 -2.44491
C 1.38104 3.59296 2.33916
C 1.59636 0.44854 -1.97602
C -2.96875 -1.33930 2.35252
C -3.53535 -2.21257 3.24143
C -0.17093 -3.58596 1.57013
C -2.40095 2.28795 1.91387
C 6.40697 -1.51829 3.96103
C -1.04140 3.10532 -2.47635
C -4.74029 -1.61023 -0.20401
C -3.08179 2.79803 3.05013
H -0.10232 2.59973 -2.70159
H -2.15487 0.84934 -4.02189
H 0.43839 -2.70074 1.72360
H -1.90145 2.98169 1.24569
H 6.85260 -0.03032 -3.56160
H -1.82987 3.13569 -4.51029
H 3.52064 1.38900 -1.69322
H 2.13323 -2.52747 0.49752
H -5.44922 1.65094 -1.01755
H -4.64061 -2.41103 5.08924
H 5.49187 0.46437 1.16513
H 2.60730 -1.82260 -1.03670
H -3.26582 -4.48043 0.48962
H 3.27477 -2.06607 5.11957
H 2.87377 -2.44440 2.72430
H -3.11264 -0.19654 -2.98969
H 1.25136 3.72119 3.40653
H 4.11923 1.32535 -4.06915
H -6.70943 -1.46611 -1.03907
H -0.84544 3.80716 -1.66456
H -0.82561 4.51671 -4.09601
H 3.31732 0.29815 0.41558
H -5.05247 1.38856 -3.11283
H 2.57347 0.33313 -5.72648
H -2.46902 4.41585 -3.47442
H 7.40242 -1.27326 4.30904
H -2.03510 -2.87199 -1.81830
H 5.76911 -1.91163 -2.39227
H -0.06718 -6.94892 1.90087
H -4.10088 3.46101 -1.95411
H 1.91868 5.64181 1.98963
H 7.22574 2.11369 -2.38060
H -4.37103 1.47049 0.35929
H 5.53594 -1.46773 5.92381
H -4.22522 2.34583 4.79347
H -3.48291 -3.28283 3.07529
H -4.78042 0.01630 5.48633
H 1.34270 -4.94792 2.24714
H -0.19041 -0.56999 -2.58242
H 1.81621 3.13197 -1.47152
H -4.12152 2.47746 -4.14151
H 0.86151 1.51595 2.38764
H 2.30269 -0.40107 1.66187
H -5.39520 2.89494 0.23396
H -5.03277 -1.20138 0.75615
H 7.00646 -1.64712 1.90912
H -3.19455 3.66380 -0.46387
H -4.55440 0.87103 -4.71990
H -3.10927 3.86900 3.20995
H 0.42334 -0.63851 -4.97916
H -3.71555 -3.11864 -3.61650
H 2.16987 5.33883 -0.45198
H -6.04641 -2.38987 -3.23511
H -2.37190 -6.70853 1.04287
H 6.53372 2.34955 -0.01332
*
```

Output
Kohn-Sham gap (spin up / spin down) (eV): 6.70 / 6.70
Energy relative to the best compared isomer or geometry (same formula, charge and spin) (kcal per mole): 0.00
LUMO energy (spin up / spin down) (eV): -3.24 / -3.24
DFT total energy (Ha): -7364.1537
HOMO energy (spin up / spin down) (Eh): -0.365 / -0.365

# 4
Computed, not measured: a molecular structure, C54H55F3Ge2IrN2O5S5, with the ωB97M-V functional and the def2-TZVPD basis.

```
! wB97M-V def2-TZVPD RIJCOSX def2/J DEFGRID3
* xyz 0 2
Ir 0.40480 0.06590 0.07760
Ge 1.67020 0.52040 3.67130
Ge 3.93450 -0.07810 1.62310
S 0.26830 -0.64860 2.39570
S -1.78140 -1.38070 -0.56220
S 3.36320 1.82240 2.80480
S 2.78220 0.01550 -0.30080
S 3.15260 -1.42080 3.24470
F -1.82470 -1.85970 -3.20800
F -0.30740 -0.47510 -2.52690
F -2.36920 0.15990 -2.69360
O -2.89970 -2.26230 -0.52580
O 0.38850 2.02390 -1.22360
O 0.52000 2.50500 3.23790
O -1.93670 -0.10300 0.11070
O -0.47750 -1.99910 -0.32040
N 0.58340 4.37230 1.96790
N 0.51910 2.26600 0.97630
C 4.53000 -1.85580 -2.21910
C 3.46370 -3.73110 -0.96500
C 1.45880 0.46430 7.97920
C 6.51820 3.28420 3.78670
C 6.73190 2.13870 3.03690
C 3.84060 2.15280 6.53690
C -1.16630 -1.97010 4.58840
C 5.61590 0.05150 6.92330
C 0.54090 2.98880 2.09040
C 7.49550 1.63890 7.40150
C 3.38290 0.83530 6.55020
C -1.19720 -0.58810 4.85010
C 0.68840 5.17960 3.15940
C -2.19610 0.21520 4.29810
C 1.06590 0.34260 5.61040
C 5.10100 -3.33260 1.24600
C 5.69140 3.21900 1.13650
C 7.34450 -1.39080 -0.50230
C 6.07440 1.35850 7.00870
C 6.00540 -3.17080 2.43230
C -0.05180 -2.81000 5.12640
C -1.58410 -0.86160 -2.35660
C 5.46560 4.33880 1.92240
C 1.93340 0.56500 6.67110
C 6.13380 -1.33900 0.17750
C 5.63540 5.61990 4.06830
C -3.16420 -1.74260 3.24630
C 2.86140 3.26020 6.29600
C -2.21620 1.69410 4.54580
C -4.23670 -2.36210 2.41400
C 5.80270 -0.19110 0.89310
C -2.14430 -2.51920 3.78180
C 5.88260 4.39070 3.24530
C 3.77810 -1.64080 6.70260
C 0.14390 0.13310 8.22970
C 0.49250 2.81140 -0.26940
C -0.24220 -0.07140 5.85490
C 6.33300 2.11520 1.70100
C 2.30900 -5.65730 0.15730
C 4.16670 -4.35720 1.22780
C 4.38870 -2.69550 -0.98570
C -3.17130 -0.37720 3.51110
C 8.20010 -0.30380 -0.48140
C -0.69200 -0.15390 7.16990
C 4.27370 -0.22840 6.71910
C 7.85660 0.83630 0.21970
C 0.61070 4.23610 -0.39050
C 5.18850 -2.47750 0.14310
C 0.65640 4.95640 0.74760
C 7.33980 0.91100 3.64300
C 3.32500 -4.55650 0.13900
C 5.18250 2.39800 6.77550
C 6.65060 0.90690 0.90940
C 5.21870 3.16740 -0.28220
H -0.20090 -3.85260 4.86310
H 5.02750 -0.91590 -2.00020
H -1.70950 -0.47210 7.34120
H 0.88960 -2.47220 4.69210
H 9.13320 -0.34360 -1.02360
H 5.52480 3.42160 6.83150
H 6.85240 3.30770 4.81260
H 3.49070 -1.91990 5.68920
H 0.03630 -2.72430 6.20840
H 1.65410 -5.59260 -0.70800
H -0.22060 0.05980 9.24320
H 4.54810 -2.32570 7.04220
H -4.17820 -1.99090 1.39310
H 4.95440 5.19050 1.49310
H 2.37820 3.11220 5.32790
H 2.08300 3.25140 7.05820
H 2.89970 -1.74680 7.33330
H 0.29580 6.17340 2.95350
H 6.02750 2.85790 -0.94060
H 1.73200 5.24610 3.46970
H 5.48280 -2.62630 3.22040
H 5.11000 -2.38920 -2.97150
H 4.08780 -5.00770 2.08740
H 2.83400 -3.88610 -1.82920
H 0.73370 6.03500 0.74540
H -5.22170 -2.11840 2.80920
H 0.65980 4.67940 -1.36800
H 6.90360 -2.61750 2.17160
H 0.12550 4.71480 3.96470
H 2.80220 -6.63050 0.15210
H 7.60110 -2.28390 -1.05540
H 7.55160 1.79210 8.48050
H 7.63310 1.09390 4.66960
H 8.14260 0.80140 7.14950
H -1.27840 2.02950 4.98320
H 8.51570 1.69200 0.23290
H 4.41510 2.43400 -0.38160
H 1.70260 -5.59260 1.05920
H -2.10190 -3.57300 3.55170
H -3.95140 0.23860 3.08900
H 6.30570 -0.76720 7.07760
H -3.03390 1.95860 5.21660
H 7.87380 2.53890 6.92140
H 2.14430 0.64090 8.79470
H 6.60750 0.10080 3.63090
H -4.12350 -3.44130 2.37550
H 4.58360 5.89840 4.03230
H 3.55100 -1.63880 -2.63680
H -2.36490 2.22330 3.60640
H 8.20490 0.57990 3.07130
H 4.84460 4.13560 -0.60630
H 5.91510 5.45630 5.10560
H 3.35700 4.22670 6.30370
H 6.21290 6.45780 3.67940
H 6.28370 -4.14600 2.82340
*
```

Output
Kohn-Sham gap (spin up / spin down) (eV): 6.76 / 5.35
Energy relative to the best compared isomer or geometry (same formula, charge and spin) (kcal per mole): 2.87
LUMO energy (spin up / spin down) (eV): -1.21 / -2.59
DFT total energy (Ha): -9125.3574
HOMO energy (spin up / spin down) (Eh): -0.293 / -0.292

- The highest DFT total energy belongs to which entry?
  C54H53BiIN4O5P

- Which of these has the highest DFT total energy?
  C54H53BiIN4O5P

- The lowest DFT total energy belongs to which entry?
  C54H55F3Ge2IrN2O5S5